C20H46OP4Rh | wB97M-V/def2-TZVPD

Output
multiplicity = 5
highest occupied orbital energy (alpha / beta) = -0.542 / -0.647 Eh
ΔE to the lowest compared entry with this formula, charge and spin = 27.1 kJ/mol
net charge = +3
Kohn-Sham gap (alpha / beta) = 5.4 / 5.1 eV
LUMO energy (alpha / beta) = -9.31 / -12.55 eV

Cartesian coordinates (Å):
Rh -0.49 0.76 -0.27
P -0.56 -3.91 -2.09
P -0.25 0.23 1.84
P -0.88 2.90 -0.08
P 1.65 0.95 -0.82
O -0.82 -1.23 -4.44
C -1.03 -5.60 -2.55
C -1.53 2.20 -4.72
C 2.08 -0.33 -2.04
C -2.84 -1.16 -3.10
C 2.19 2.49 -1.66
C -0.98 0.03 -3.91
C -2.00 0.09 -2.83
C -0.92 3.82 -1.65
C -1.79 -3.23 -0.94
C -2.71 2.19 -3.94
C -2.96 1.18 -3.06
C 0.62 1.30 3.05
C 0.59 -1.38 2.11
C 1.03 -3.87 -1.27
C -2.57 3.04 0.58
C -0.58 1.20 -4.58
C 0.15 3.98 0.98
C -1.90 -0.01 2.58
C -2.12 -1.86 -4.23
C 2.93 0.76 0.48
H -2.69 -1.79 -5.17
H 1.19 -4.82 -0.74
H -0.15 4.60 -1.66
H -3.42 3.01 -4.00
H -3.10 -1.81 -2.27
H 0.72 2.33 2.70
H 1.23 -0.51 -2.71
H -0.35 -3.22 -3.33
H -2.39 -0.86 2.09
H 1.68 -1.25 2.09
H 3.88 1.17 0.10
H 1.62 0.90 3.27
H -2.76 -3.71 -1.09
H 0.29 -2.10 1.34
H -3.92 1.12 -2.54
H -2.53 3.39 1.62
H -1.37 3.02 -5.42
H -1.49 -3.37 0.11
H 2.33 -1.27 -1.52
H 0.04 1.31 3.99
H -0.77 3.14 -2.49
H -2.11 -5.74 -2.40
H 0.30 -1.77 3.10
H -1.91 4.28 -1.75
H -1.90 -2.15 -1.08
H -1.48 0.11 -1.80
H -3.07 2.07 0.54
H 1.10 -3.03 -0.57
H 2.67 1.30 1.40
H 1.19 3.62 1.05
H 1.80 -3.75 -2.04
H -0.47 -6.30 -1.93
H 0.16 4.99 0.55
H 2.93 0.00 -2.64
H -3.82 -0.90 -3.52
H -3.12 3.77 -0.03
H -2.52 0.89 2.44
H -0.30 4.03 1.98
H 0.41 1.24 -5.05
H 3.24 2.37 -1.94
H -1.79 -0.22 3.65
H -0.79 -5.72 -3.61
H -1.93 -2.92 -4.05
H 3.09 -0.30 0.72
H 1.61 2.65 -2.57
H 2.10 3.36 -1.01

Taken from the Mulliken analysis, the atomic charges in e are:
1 Rh -1.11
2 P 1.11
3 P 1.00
4 P 1.29
5 P 1.42
6 O -0.43
7 C -1.21
8 C -0.80
9 C -1.05
10 C -1.25
11 C -1.50
12 C 0.05
13 C 5.35
14 C -0.92
15 C -0.55
16 C -0.51
17 C -0.90
18 C -1.60
19 C -1.06
20 C -0.88
21 C -1.51
22 C -0.51
23 C -1.80
24 C -1.31
25 C -0.57
26 C -1.30
27 H 0.46
28 H 0.49
29 H 0.53
30 H 0.52
31 H 0.48
32 H 0.32
33 H 0.11
34 H 0.01
35 H 0.29
36 H 0.39
37 H 0.50
38 H 0.51
39 H 0.56
40 H -0.05
41 H 0.56
42 H 0.43
43 H 0.49
44 H 0.46
45 H 0.27
46 H 0.42
47 H -0.27
48 H 0.43
49 H 0.47
50 H 0.47
51 H -0.45
52 H -2.71
53 H 0.38
54 H -0.06
55 H 0.24
56 H 0.44
57 H 0.46
58 H 0.42
59 H 0.51
60 H 0.49
61 H 0.41
62 H 0.46
63 H 0.33
64 H 0.54
65 H 0.59
66 H 0.55
67 H 0.51
68 H 0.41
69 H 0.18
70 H 0.33
71 H 0.28
72 H 0.38

C20H47AsN2OPS2 | wB97M-V/def2-TZVPD

Output
highest occupied orbital energy = -0.102 Eh
net charge = -1
Kohn-Sham gap = 5.2 eV
LUMO energy = 2.43 eV

Cartesian coordinates (Å):
As -6.12 -1.23 -1.23
S -1.45 2.23 -1.70
S -3.06 2.05 0.79
P -3.95 -2.33 -1.37
O -3.56 -2.03 -2.98
N -2.75 -1.24 -0.70
N -0.46 2.12 0.78
C 0.82 -0.47 1.62
C 1.60 -3.09 0.24
C -0.70 -3.83 1.16
C 1.31 3.66 -0.27
C 4.29 -0.59 -1.89
C 2.05 2.43 -0.81
C -5.56 1.33 0.27
C -1.57 2.13 -0.07
C -5.75 -0.16 0.48
C 5.80 1.39 -1.08
C 5.68 -0.08 -1.54
C 3.50 2.27 -0.31
C 1.42 -1.63 2.38
C 0.58 0.75 2.51
C 4.59 2.28 -1.39
C 0.26 3.41 0.81
C -4.28 1.69 -0.46
C 0.57 -4.21 0.37
C 2.23 -2.60 1.54
C -0.63 1.55 2.12
H -2.01 -1.81 -0.31
H 0.74 3.47 1.79
H 2.06 2.51 -1.90
H 1.05 -5.08 0.83
H -6.65 -0.34 1.07
H 6.09 -0.73 -0.75
H 1.48 1.53 -0.59
H 3.55 -0.34 -1.12
H -4.91 -0.58 1.05
H -6.40 1.73 -0.32
H -7.62 -0.66 -1.24
H -5.58 1.87 1.23
H -4.37 2.55 -1.13
H -6.43 -2.13 -2.53
H -0.48 4.22 0.79
H 3.73 3.04 0.43
H 3.94 -0.19 -2.84
H 4.96 3.31 -1.49
H 0.86 4.22 -1.08
H -1.03 -2.82 0.88
H -2.32 -0.68 -1.45
H 3.17 -2.10 1.30
H -1.51 0.90 2.11
H -0.79 2.34 2.85
H -0.13 -0.75 1.16
H 3.57 1.32 0.23
H 1.45 1.41 2.48
H -3.63 -2.86 -3.44
H 1.50 -0.20 0.80
H 4.16 2.02 -2.35
H -6.57 -2.47 -0.29
H 0.27 -4.51 -0.64
H 2.41 -3.48 -0.39
H 0.46 0.42 3.54
H 6.32 -0.23 -2.41
H 1.16 -2.26 -0.32
H 2.49 -3.48 2.14
H 2.06 4.32 0.18
H 6.68 1.83 -1.57
H 2.09 -1.21 3.13
H -1.52 -4.51 0.95
H -5.66 -0.01 -2.17
H -0.52 -3.82 2.23
H -3.90 0.85 -1.05
H 4.30 -1.67 -1.99
H 5.99 1.44 -0.01
H 0.64 -2.16 2.95

Taken from the Mulliken analysis, the atomic charges in e are:
1 As -0.80
2 S -0.27
3 S -0.24
4 P -0.10
5 O -0.54
6 N 0.00
7 N 0.66
8 C 1.88
9 C -0.33
10 C -0.77
11 C -1.12
12 C -0.82
13 C 0.10
14 C -0.71
15 C 0.00
16 C -1.28
17 C -0.77
18 C -0.51
19 C -0.81
20 C -0.99
21 C -0.82
22 C -0.94
23 C -1.16
24 C 0.17
25 C -0.70
26 C -1.02
27 C -1.60
28 H -0.20
29 H 0.58
30 H 0.41
31 H 0.37
32 H 0.52
33 H 0.28
34 H -0.05
35 H -0.06
36 H 0.32
37 H 0.36
38 H 0.14
39 H 0.39
40 H 0.40
41 H 0.12
42 H 0.29
43 H 0.59
44 H 0.36
45 H 0.45
46 H 0.41
47 H -0.06
48 H 0.24
49 H 0.35
50 H 0.77
51 H 0.30
52 H -0.58
53 H 0.24
54 H 0.26
55 H 0.28
56 H -0.66
57 H 0.40
58 H 0.12
59 H 0.37
60 H 0.28
61 H 0.52
62 H 0.32
63 H 0.26
64 H 0.43
65 H 0.46
66 H 0.37
67 H 0.53
68 H 0.43
69 H 0.09
70 H 0.28
71 H -0.22
72 H 0.41
73 H 0.34
74 H 0.27

C20H48N7O5P3 | wB97M-V/def2-TZVPD

Output
highest occupied orbital energy = -0.299 Eh
SMILES = CCCCC1=C([PH2]=N)C(=O)OC1=O.CN(C)P(=O)(N(C)C)N(C)C.CN(C)P(=O)(N(C)C)N(C)C
Kohn-Sham gap = 6.9 eV
LUMO energy = -1.18 eV

Cartesian coordinates (Å):
P -0.88 -2.82 -0.52
P 5.63 0.47 -1.21
P -4.29 5.10 2.12
O -2.86 2.71 0.37
O -0.81 -3.99 0.37
O -5.74 0.17 1.99
O -4.83 1.56 0.40
O 5.49 1.32 -0.01
N 4.72 -0.50 -2.21
N -3.14 5.34 3.15
N 5.96 1.65 -2.45
N -2.43 -2.18 -0.25
N -0.74 -3.55 -2.10
N 6.97 -0.51 -0.86
N 0.00 -1.47 -0.94
C -6.54 0.77 6.56
C -5.48 1.26 1.60
C -4.72 3.38 1.80
C 7.24 1.70 -3.13
C -6.37 2.51 4.73
C -3.96 2.58 0.79
C 4.09 -1.66 -1.57
C 0.24 -0.96 -2.27
C -5.68 2.59 2.30
C -1.84 -3.51 -3.05
C 5.61 3.01 -2.04
C -0.23 -4.92 -2.04
C -3.23 -1.39 -1.15
C -6.73 2.93 3.30
C -6.78 1.07 5.07
C 7.87 -1.12 -1.82
C 6.91 -1.24 0.40
C -2.76 -1.89 1.14
C 0.27 -0.52 0.14
C 4.75 -0.55 -3.66
H -7.83 0.93 4.80
H -0.50 0.26 0.21
H -6.92 3.16 5.42
H 6.37 3.46 -1.38
H -6.80 4.02 3.30
H -3.83 -1.67 1.22
H 0.67 -1.71 -2.92
H -6.00 -0.16 6.71
H 7.24 2.54 -3.82
H 3.94 -1.19 -4.01
H -1.56 -4.08 -3.94
H 8.09 1.81 -2.45
H 4.59 0.43 -4.10
H -2.55 -2.74 1.78
H 8.81 -1.35 -1.32
H -5.95 1.57 7.01
H 4.72 -2.55 -1.61
H 0.32 -1.03 1.10
H -2.77 -3.94 -2.66
H -5.50 5.74 2.46
H -2.03 -2.50 -3.41
H -0.66 -0.55 -2.74
H 3.87 -1.44 -0.53
H -2.97 -0.32 -1.14
H 6.63 -0.57 1.21
H -4.28 -1.47 -0.85
H 4.66 3.04 -1.52
H -2.79 4.47 3.54
H 7.40 0.82 -3.77
H 1.23 -0.03 -0.01
H 0.97 -0.14 -2.23
H -3.21 -1.74 -2.17
H -7.72 2.57 3.01
H -5.31 2.66 4.93
H 5.52 3.63 -2.93
H -7.49 0.73 7.10
H 5.69 -0.97 -4.05
H -6.20 0.38 4.45
H 7.89 -1.66 0.64
H 0.59 -5.01 -1.34
H -3.94 5.58 0.85
H -1.00 -5.65 -1.75
H -2.22 -1.02 1.54
H 0.15 -5.19 -3.03
H 8.12 -0.46 -2.64
H 6.19 -2.07 0.38
H 3.14 -1.89 -2.05
H 7.49 -2.06 -2.24

Taken from the Mulliken analysis, the atomic charges in e are:
1 P 0.30
2 P 0.35
3 P 0.42
4 O -0.50
5 O -0.84
6 O -0.46
7 O -0.22
8 O -0.82
9 N 0.60
10 N -0.68
11 N 0.20
12 N 0.15
13 N 0.24
14 N 0.17
15 N 0.68
16 C -1.22
17 C 0.28
18 C -0.28
19 C -1.23
20 C -0.72
21 C 0.41
22 C -1.02
23 C -1.04
24 C 0.70
25 C -1.23
26 C -1.05
27 C -1.09
28 C -0.64
29 C -0.98
30 C -0.12
31 C -0.83
32 C -1.01
33 C -1.06
34 C -1.09
35 C -0.95
36 H 0.32
37 H 0.28
38 H 0.41
39 H 0.31
40 H 0.36
41 H 0.35
42 H 0.29
43 H 0.36
44 H 0.41
45 H 0.37
46 H 0.43
47 H 0.36
48 H 0.31
49 H 0.29
50 H 0.39
51 H 0.34
52 H 0.24
53 H 0.37
54 H 0.35
55 H 0.04
56 H 0.32
57 H 0.20
58 H 0.36
59 H 0.16
60 H 0.28
61 H 0.39
62 H 0.34
63 H 0.26
64 H 0.31
65 H 0.31
66 H 0.46
67 H 0.11
68 H 0.42
69 H 0.44
70 H 0.34
71 H 0.28
72 H 0.26
73 H 0.11
74 H 0.38
75 H 0.37
76 H 0.06
77 H 0.31
78 H 0.27
79 H 0.35
80 H 0.17
81 H 0.30
82 H 0.23
83 H 0.25

| no. | calculated total energy (eV) |
| --- | --- |
| 1 | -63667.5808 |
| 2 | -118325.2588 |
| 3 | -70051.7742 |